Formula: C3H8NP
Source: OMol25
Level of theory: the ωB97M-V functional and the def2-TZVPD basis

Last column: Löwdin charge in e.
Element x y z (Å)
C -2.8942 0.5587 0.1079  -0.02
C 0.3627 0.9736 -0.1226  -0.17
C 1.9005 -0.9018 0.0846  -0.17
N 0.5235 -0.4607 -0.0158  -0.66
P -0.7128 -1.4921 -0.0525  0.86
H -3.4264 0.2699 -0.8143  -0.12
H -3.4671 0.1081 0.9372  -0.12
H 0.9562 1.4737 0.6438  0.08
H 0.6977 1.3139 -1.1047  0.09
H -0.7046 1.1991 0.0001  -0.01
H 1.9286 -1.9865 0.1758  0.05
H 2.4618 -0.6009 -0.8022  0.09
H 2.3741 -0.4551 0.9627  0.09

**Max |F|**: 1.297 eV Å⁻¹
**Frontier orbital gap (alpha / beta)**: 6.7 / 6.7 eV
**Net charge**: 0


Formula: C3H5NOS
Source: OMol25
Level of theory: the ωB97M-V functional and the def2-TZVPD basis

Last column: Löwdin charge in e.
Element x y z (Å)
C -0.9829 0.1922 0.0021  -0.55
C 1.3065 -1.0477 0.4709  -0.43
C 0.4216 -0.3180 -0.4055  -0.63
N -1.1731 1.5273 0.3431  0.15
O -1.8404 -0.6661 -0.0972  0.04
S 1.9168 0.5308 -0.1119  0.85
H 1.1134 -1.1051 1.4565  0.04
H 1.7641 -1.9536 -0.0486  0.11
H 0.0623 -1.0725 -1.7031  0.26
H -0.4563 2.1399 0.0435  0.06
H -2.1319 1.7727 0.0502  0.12

**Max |F|**: 5.131 eV Å⁻¹
**Frontier orbital gap**: 9.6 eV
**Net charge**: 0


Formula: C4H8N2
Source: OMol25
Level of theory: the ωB97M-V functional and the def2-TZVPD basis

Last column: Löwdin charge in e.
Element x y z (Å)
C -0.3131 1.3158 0.4124  -0.10
N -0.4024 0.0665 -0.3319  -0.28
C -1.3066 -0.9083 0.2445  -0.11
C 0.8472 -0.4940 -0.8357  -0.19
C 2.0490 0.1034 -0.2358  -0.22
N 2.9425 0.4886 0.3885  0.15
H -1.2654 1.4872 0.9223  0.08
H -0.1392 2.1624 -0.2623  0.09
H 0.4802 1.3235 1.1755  0.07
H -1.0685 -1.1797 1.2877  0.09
H -1.2953 -1.8190 -0.3622  0.08
H -2.3290 -0.5138 0.2169  0.08
H 0.8734 -0.4804 -1.9322  0.12
H 0.9994 -1.5451 -0.5576  0.12

**Max |F|**: 1.079 eV Å⁻¹
**Frontier orbital gap**: 9.7 eV
**SMILES**: CN(C)CC#N
**Net charge**: 0


Formula: C18H27F14Li2N3O6P2
Source: OMol25
Level of theory: the ωB97M-V functional and the def2-TZVPD basis

Last column: Löwdin charge in e.
Element x y z (Å)
Li -3.2225 -0.9700 0.1176  0.77
Li 2.3120 0.8199 1.2375  0.69
P -3.8108 -1.9771 -2.3903  0.13
F -3.7691 -0.4120 -1.8669  -0.21
F -2.8675 -1.6776 -3.6058  -0.09
F -2.4602 -2.2757 -1.4739  -0.23
F -3.9212 -3.5247 -2.7472  -0.12
F -4.6343 -2.2771 -0.9796  -0.22
F -5.1190 -1.6605 -3.2025  -0.09
P -0.5121 0.2621 0.6906  0.16
F -0.7311 1.8127 0.3746  -0.11
F 0.8784 0.2945 -0.1506  -0.19
F 0.3429 0.6425 2.0261  -0.19
F -0.3001 -1.2938 1.0285  -0.13
F -1.9196 0.2480 1.5206  -0.17
F -1.3318 -0.1590 -0.6216  -0.17
C -0.1821 -2.4898 4.0884  -0.11
C 1.0925 -3.3298 4.1565  -0.23
C 1.7793 -3.4268 2.7927  -0.16
C 2.3180 -2.1310 2.3853  -0.19
N 2.7451 -1.1185 2.0698  0.12
H -0.9729 -2.9957 3.5261  0.08
H -0.0268 -1.5110 3.6335  0.05
H -0.5901 -2.3459 5.0917  0.08
H 0.8496 -4.3368 4.4903  0.11
H 1.7682 -2.8621 4.8729  0.11
H 1.0960 -3.7830 2.0209  0.13
H 2.6291 -4.1148 2.7995  0.13
C 6.2651 2.5228 -2.0009  -0.11
C 6.0720 1.2787 -2.8541  -0.25
C 4.6484 0.7153 -2.8517  -0.16
C 4.0891 0.5787 -1.5080  -0.19
N 3.6533 0.4774 -0.4524  0.12
H 6.2316 2.3138 -0.9330  0.07
H 5.5707 3.3100 -2.2930  0.08
H 7.2676 2.9151 -2.1945  0.08
H 6.8421 0.5304 -2.6498  0.11
H 6.2999 1.5317 -3.8963  0.11
H 4.5511 -0.2286 -3.3853  0.13
H 3.9817 1.4252 -3.3508  0.12
C -1.7064 1.1289 5.1736  -0.10
C -3.0566 0.5243 5.4352  -0.25
C -3.5503 -0.2654 4.2088  -0.20
C -4.8469 -0.9097 4.4324  -0.23
N -5.8605 -1.4243 4.5991  0.15
H -1.6814 1.5462 4.1623  0.07
H -0.8992 0.3993 5.2368  0.06
H -1.4685 1.9473 5.8533  0.08
H -3.8272 1.2735 5.6266  0.12
H -3.0777 -0.1601 6.2843  0.11
H -2.8516 -1.0638 3.9344  0.10
H -3.6233 0.3790 3.3318  0.10
C -1.5540 4.2025 -1.8413  -0.06
C -2.4179 3.0114 -2.2383  -0.30
O -1.9021 2.6168 -3.4647  0.14
C -1.0474 3.5596 -3.9557  -0.54
O -0.5683 3.5386 -5.0323  0.20
O -0.8301 4.5216 -3.0256  0.08
F -3.7222 3.4172 -2.4006  0.06
H -0.8539 3.9794 -1.0320  0.12
H -2.1290 5.0606 -1.4944  0.14
H -2.4236 2.2196 -1.4979  0.14
C 0.9589 -1.5182 -2.7534  -0.07
C 0.5044 -0.1579 -3.2361  -0.29
O -0.0906 -0.4526 -4.4615  0.14
C 0.4880 -1.5951 -4.9530  -0.52
O 0.3244 -2.0165 -6.0397  0.20
O 1.2667 -2.1559 -3.9834  0.08
F 1.6173 0.6469 -3.4721  0.03
H 0.2085 -2.0072 -2.1315  0.13
H 1.8759 -1.4362 -2.1686  0.13
H -0.1676 0.4127 -2.6114  0.14

**Max |F|**: 1.277 eV Å⁻¹
**Frontier orbital gap**: 10.4 eV
**Net charge**: 0


Record order is preserved below.
Energy relative to the best compared isomer or geometry (same formula, charge and spin): 119.15, 61.08, 26.68, 0.00 kcal/mol
Record order is preserved below.
Molecular weight: 89.078, 103.146, 84.122, 723.231 g mol⁻¹